Entry 1:
The following is a quantum chemistry calculation of C3H4N2O3 in the gas phase at a distorted geometry, from the OMol25 dataset.

* structure (SMILES): [H]/N=C(\C=O)NC(=O)O
* lowest unoccupied orbital energy: -0.14 eV
* strongest force on any atom: 8.8 eV Å⁻¹
* energy: -12294.43830 eV

XYZ file:
```
12
Properties=species:S:1:pos:R:3:nbo_charge:R:1
H 1.23 1.45 -1.66 0.35
N 1.10 0.76 -0.93 -0.65
C 0.00 0.82 -0.28 0.30
C -1.02 1.95 -0.58 0.39
O -2.05 1.77 -1.17 -0.47
N -0.58 -0.12 0.43 -0.63
C 0.55 -1.51 0.74 0.83
O 1.73 -1.60 0.65 -0.51
O -0.25 -2.58 0.88 -0.67
H -0.60 2.96 -0.43 0.12
H -0.38 -0.51 1.46 0.42
H 0.28 -3.39 0.91 0.51
```

***

Entry 2:
The following is a quantum chemistry calculation of a molecular structure, C48H57CsN2O3PS2Sb at a distorted geometry, from the OMol25 dataset.

* lowest unoccupied orbital energy: -0.47 eV
* strongest force on any atom: 3.0 eV Å⁻¹
* energy: -97869.32404 eV

XYZ file:
```
115
Properties=species:S:1:pos:R:3:mulliken_charge:R:1
Cs -0.79 0.65 -0.14 1.82
O -4.62 2.77 -0.28 -0.81
C -4.11 1.67 -0.07 0.09
O -2.92 1.44 0.34 -0.63
C -4.88 0.37 -0.34 -1.23
P -3.64 -0.90 0.15 0.61
C -3.56 -0.72 1.97 0.74
C -4.47 -0.01 2.75 -0.48
C -4.26 0.12 4.12 -0.74
C -3.16 -0.45 4.73 -0.69
C -2.24 -1.16 3.96 -0.67
C -2.45 -1.28 2.60 -0.23
C -4.66 -2.45 0.06 0.65
C -4.41 -3.52 0.92 -0.54
C -5.07 -4.72 0.78 -0.55
C -6.00 -4.89 -0.24 -0.53
C -6.26 -3.84 -1.10 -0.68
C -5.60 -2.63 -0.96 -0.42
H -5.08 0.30 -1.41 0.51
H -5.83 0.32 0.18 0.45
H -5.33 0.46 2.30 0.32
H -4.97 0.68 4.71 0.40
H -3.01 -0.35 5.80 0.40
H -1.37 -1.60 4.42 0.43
H -1.73 -1.83 1.99 0.55
H -3.70 -3.39 1.73 0.11
H -4.86 -5.53 1.47 0.44
H -6.52 -5.84 -0.36 0.38
H -6.99 -3.96 -1.89 0.40
H -5.81 -1.83 -1.65 0.26
S 7.34 4.04 -1.90 -0.18
C 8.38 2.68 -1.71 -0.37
C 7.67 1.53 -1.62 -0.65
C 6.27 1.73 -1.70 -0.39
C 5.92 3.04 -1.87 0.27
C 4.58 3.62 -1.92 1.21
C 3.45 2.79 -2.00 -0.95
N 2.21 3.20 -1.89 -0.60
C 1.97 4.53 -1.78 -0.12
C 3.03 5.46 -1.80 1.05
C 2.75 6.86 -1.77 -0.99
C 1.47 7.31 -1.76 -1.00
C 0.38 6.39 -1.74 1.28
C -0.95 6.84 -1.78 -0.79
C -1.99 5.94 -1.79 0.83
C -1.65 4.56 -1.70 -0.85
N -0.41 4.11 -1.67 -0.30
C 0.60 5.00 -1.71 -0.37
C -3.37 6.39 -1.91 0.31
C -4.53 5.72 -1.64 -0.43
C -5.69 6.49 -1.89 -0.68
C -5.41 7.73 -2.36 -0.36
S -3.73 7.98 -2.51 -0.18
C 4.34 4.98 -1.84 -0.77
H 9.44 2.83 -1.68 0.43
H 8.13 0.56 -1.49 0.39
H 5.56 0.92 -1.64 0.44
H 3.58 1.72 -2.13 0.43
H 3.58 7.56 -1.80 0.41
H 1.25 8.37 -1.78 0.41
H -1.15 7.90 -1.81 0.44
H -2.44 3.81 -1.66 0.33
H -4.56 4.72 -1.22 0.62
H -6.70 6.12 -1.72 0.41
H -6.10 8.52 -2.64 0.42
H 5.16 5.68 -1.81 0.42
C -1.15 -5.29 -0.15 -2.03
C -0.06 -5.05 0.90 1.69
C -0.72 -4.91 2.26 -1.45
C 0.90 -6.23 0.91 -1.64
Sb 0.80 -3.03 0.41 0.49
C 1.64 -3.27 -1.67 1.70
C 2.36 -4.59 -1.90 -1.76
C 2.57 -2.09 -1.94 -2.06
C 0.42 -3.16 -2.58 -1.68
C 2.53 -2.85 1.83 2.10
C 3.70 -2.13 1.16 -1.75
C 3.02 -4.16 2.42 -1.86
C 1.96 -1.96 2.94 -1.84
H -1.77 -6.13 0.16 0.51
H -0.72 -5.54 -1.12 0.33
H -1.80 -4.42 -0.27 0.37
H -1.19 -5.86 2.54 0.51
H -1.50 -4.14 2.25 0.11
H -0.01 -4.65 3.05 0.23
H 0.32 -7.16 0.92 0.51
H 1.54 -6.24 1.79 0.31
H 1.55 -6.26 0.03 0.17
H 3.15 -4.75 -1.17 0.27
H 2.83 -4.59 -2.90 0.50
H 1.67 -5.43 -1.87 0.31
H 3.54 -2.22 -1.46 0.26
H 2.13 -1.14 -1.60 0.34
H 2.74 -2.01 -3.02 0.55
H -0.30 -3.96 -2.42 0.35
H 0.74 -3.20 -3.63 0.48
H -0.10 -2.21 -2.43 0.28
H 4.17 -2.77 0.41 0.30
H 4.46 -1.88 1.91 0.58
H 3.37 -1.20 0.68 0.05
H 3.38 -4.84 1.65 0.32
H 2.24 -4.66 3.00 0.36
H 3.85 -3.96 3.11 0.51
H 1.67 -0.98 2.55 0.32
H 2.70 -1.81 3.73 0.53
H 1.08 -2.42 3.40 0.25
C 2.18 2.19 2.60 -1.14
C 2.95 1.81 1.34 -0.06
O 2.10 1.18 0.37 -0.06
H 2.83 2.74 3.28 0.38
H 1.82 1.30 3.11 0.24
H 1.32 2.82 2.34 0.27
H 3.74 1.10 1.58 0.23
H 3.41 2.70 0.91 0.26
H 1.82 1.87 -0.26 -0.05
```

***

Entry 3:
The following is a quantum chemistry calculation of a molecular structure, C15H70BNO31 at a distorted geometry, from the OMol25 dataset.

* lowest unoccupied orbital energy: -1.97 eV
* strongest force on any atom: 16.2 eV Å⁻¹
* energy: -82324.02407 eV

XYZ file:
```
118
Properties=species:S:1:pos:R:3:mulliken_charge:R:1
C 1.22 0.48 -3.50 -0.15
C 0.82 -0.65 -2.46 -0.75
C -0.07 -0.24 -1.33 2.53
C -0.11 -1.23 -0.14 -1.95
N -0.74 -0.98 1.06 1.65
C -0.77 -2.16 2.02 -0.26
C -1.92 -2.02 2.83 -0.44
C -2.93 -1.46 1.92 -0.48
C -2.11 -0.78 0.87 -0.11
C -0.09 0.26 1.65 -1.06
C 1.49 0.36 1.73 0.59
C 1.96 1.62 2.44 -0.78
H 1.83 0.18 -4.37 0.41
H 1.73 1.45 -3.13 -0.20
H 0.32 0.98 -4.11 -0.25
H 1.68 -1.24 -2.20 0.58
H 0.17 -1.48 -3.16 -0.11
H -1.09 -0.03 -1.79 -0.28
H 0.11 0.82 -1.12 -0.88
H 1.01 -1.64 -0.14 -0.03
H -0.58 -2.12 -0.51 0.86
H 0.28 -2.06 2.53 0.00
H -0.68 -3.17 1.41 0.24
H -1.67 -1.29 3.54 0.09
H -2.14 -3.06 3.31 0.41
H -3.38 -0.86 2.69 0.26
H -3.61 -2.23 1.66 0.53
H -2.47 0.34 0.79 0.22
H -2.34 -1.09 -0.09 -0.31
H -0.57 0.41 2.72 0.15
H -0.46 1.03 1.05 0.55
H 1.89 0.46 0.83 0.54
H 1.81 -0.60 2.13 -0.50
H 2.83 2.01 2.01 0.23
H 2.24 1.36 3.54 0.15
H 1.28 2.48 2.44 -0.09
O -5.71 -1.52 -3.46 -0.67
C -4.53 -1.43 -3.81 0.32
O -4.03 -1.21 -4.89 -0.62
B -2.64 -1.53 -4.92 1.67
O -2.45 -1.94 -3.52 -0.39
C -3.51 -1.79 -2.90 0.54
O -3.71 -2.19 -1.77 -0.82
O -1.92 -0.42 -5.36 -0.59
C -1.19 -0.92 -6.30 0.54
O -0.25 -0.33 -6.91 -0.73
C -1.36 -2.27 -6.44 0.66
O -2.42 -2.67 -5.85 -0.59
O -0.73 -3.07 -7.08 -0.64
O 1.29 5.36 2.20 -0.81
H 1.86 4.77 1.67 0.49
H 1.11 4.88 3.12 0.43
O 3.33 -2.40 1.37 -0.60
H 3.73 -1.45 1.57 0.32
H 3.88 -2.95 0.79 0.28
O 3.37 4.30 0.68 -0.64
H 4.33 4.00 0.87 0.17
H 3.60 5.26 0.78 0.31
O 2.01 3.57 -1.56 -0.67
H 2.75 2.92 -1.85 0.26
H 2.52 3.92 -0.92 0.40
O -3.02 1.54 -2.55 -0.56
H -3.78 1.36 -2.09 0.26
H -3.37 1.43 -3.40 0.22
O -6.38 -2.40 2.23 -0.63
H -5.90 -2.52 1.40 0.39
H -6.24 -1.58 2.58 0.26
O 4.03 1.79 -1.58 -0.58
H 4.69 2.20 -0.96 0.24
H 4.29 0.81 -1.74 0.28
O -0.95 -5.96 -0.12 -0.65
H -0.01 -5.75 0.28 0.30
H -0.90 -5.47 -0.99 0.33
O 3.29 -2.48 -4.55 -0.40
H 2.75 -2.97 -3.97 0.25
H 4.04 -2.74 -4.47 0.16
O -2.55 -1.01 6.05 -0.62
H -3.10 -0.59 6.72 0.28
H -1.67 -0.60 6.43 0.31
O 5.58 2.43 1.05 -0.65
H 6.02 2.57 1.94 0.28
H 5.34 1.51 0.90 0.25
O -0.49 -4.61 5.38 -0.64
H -0.09 -3.84 5.36 0.32
H -0.57 -5.06 4.59 0.30
O -0.26 2.37 4.67 -0.62
H 0.61 3.08 4.61 0.36
H 0.02 1.84 5.33 0.26
O -2.80 -3.74 6.44 -0.68
H -2.01 -4.00 5.97 0.33
H -2.95 -2.78 6.25 0.41
O -0.63 2.93 -1.59 -0.60
H 0.27 2.73 -1.58 0.27
H -1.34 2.54 -2.27 0.35
O 1.65 4.40 4.76 -0.61
H 2.51 4.00 4.93 0.30
H 1.53 5.06 5.42 0.25
O 4.20 2.36 -4.33 -0.59
H 4.15 1.50 -4.80 0.34
H 4.17 2.32 -3.48 0.43
O -1.09 4.49 1.14 -0.71
H -0.21 4.73 1.37 0.40
H -1.16 4.05 0.27 0.26
O 3.61 0.38 -6.11 -0.61
H 3.95 -0.49 -5.85 0.27
H 3.38 0.35 -6.97 0.23
O 0.56 2.12 -6.84 -0.66
H 0.12 1.42 -6.39 0.37
H 0.85 2.85 -6.30 0.29
O -2.41 3.38 3.36 -0.67
H -1.89 2.73 3.93 0.31
H -1.97 3.85 2.59 0.42
O -5.05 -3.63 -0.03 -0.67
H -4.64 -4.36 0.46 0.27
H -4.52 -2.93 -0.56 0.64
O 1.75 -2.04 5.06 -0.58
H 1.98 -2.87 4.57 0.32
H 2.36 -1.40 4.86 0.22
```

***

- The lowest strongest force on any atom belongs to which entry?
  C48H57CsN2O3PS2Sb

***

- Among the records above, which one has the highest lowest unoccupied orbital energy?
  C3H4N2O3

***

Copy entry 1 word for word.
The following is a quantum chemistry calculation of C3H4N2O3 in the gas phase at a distorted geometry, from the OMol25 dataset.

* structure (SMILES): [H]/N=C(\C=O)NC(=O)O
* lowest unoccupied orbital energy: -0.14 eV
* strongest force on any atom: 8.8 eV Å⁻¹
* energy: -12294.43830 eV

XYZ file:
```
12
Properties=species:S:1:pos:R:3:nbo_charge:R:1
H 1.23 1.45 -1.66 0.35
N 1.10 0.76 -0.93 -0.65
C 0.00 0.82 -0.28 0.30
C -1.02 1.95 -0.58 0.39
O -2.05 1.77 -1.17 -0.47
N -0.58 -0.12 0.43 -0.63
C 0.55 -1.51 0.74 0.83
O 1.73 -1.60 0.65 -0.51
O -0.25 -2.58 0.88 -0.67
H -0.60 2.96 -0.43 0.12
H -0.38 -0.51 1.46 0.42
H 0.28 -3.39 0.91 0.51
```

***

- What is the lowest unoccupied orbital energy in the first record?
  -0.14 eV